DFT (wB97M-V/def2-TZVPD) results for the molecule C15H22FN3O4 in a non-equilibrium geometry.

Summary:
- Total charge: 0
- SMILES: CC(C)(CNC(N)=O)NC[C@H](O)COC(=O)c1ccccc1F
- Orbital gap: 8.914 eV
- ΔE to the lowest compared entry with this formula, charge and spin: 0.684 eV
- Energy: -1149.8879 hartree

Last column: Löwdin charge in e.
Positions of all 45 atoms, in Å:
C: 0.869048 -3.104033 -1.331518  -0.02
C: -0.450793 -3.246585 -0.462697  -0.50
C: -0.769765 -4.751753 -0.243662  -0.04
C: -1.603123 -2.533480 -1.252654  -0.15
N: -1.568489 -1.080917 -1.183508  0.08
C: -1.062852 -0.248045 -2.190057  -0.66
N: -0.939478 -0.598907 -3.489468  0.15
O: -0.635810 0.820011 -1.883070  0.04
N: -0.337817 -2.589272 0.873206  -0.01
C: 0.512633 -1.436491 1.132864  -0.18
C: 0.056706 -0.767966 2.444246  -0.32
O: -1.312429 -0.354040 2.351705  -0.03
C: 1.009541 0.380194 2.797507  -0.10
O: 1.091358 1.322350 1.721903  0.03
C: 0.215610 2.332238 1.785141  -0.41
O: -0.779986 2.373863 2.513417  0.10
C: 0.482559 3.386806 0.821362  -0.05
C: 1.135495 3.060282 -0.385824  0.00
C: 1.571400 4.072974 -1.270677  -0.07
C: 1.264503 5.419929 -0.996142  -0.07
C: 0.640299 5.778088 0.227001  0.00
C: 0.199245 4.763720 1.106970  -0.16
F: -0.563650 5.150599 2.176893  0.06
H: 1.726659 -3.399808 -0.693593  0.09
H: 1.024249 -2.101061 -1.682423  0.06
H: 0.810770 -3.761874 -2.180457  0.07
H: -0.804493 -5.248814 -1.238114  0.09
H: -1.765581 -4.864740 0.181829  0.07
H: -0.017991 -5.205216 0.393795  0.08
H: -1.559835 -2.867328 -2.269106  0.10
H: -2.579664 -2.825999 -0.826163  0.12
H: -1.347326 -0.669690 -0.232472  0.14
H: -0.748260 0.240879 -4.058700  0.13
H: -1.557259 -1.330506 -3.850332  0.10
H: -1.273689 -2.432289 1.282882  0.12
H: 1.560004 -1.730933 1.227206  0.12
H: 0.477786 -0.728521 0.326067  0.09
H: 0.114714 -1.484780 3.272007  0.15
H: -1.419430 0.614211 2.479864  0.07
H: 0.770896 0.788171 3.778786  0.14
H: 1.992385 -0.066113 2.933267  0.13
H: 1.436490 2.035568 -0.642614  0.12
H: 2.138385 3.859714 -2.170441  0.10
H: 1.523374 6.206785 -1.721342  0.11
H: 0.473609 6.822781 0.427112  0.11

Atomic forces in eV per Å
C -0.53 -0.47 2.16
C 0.42 0.90 -0.28
C -0.20 0.87 -1.21
C -0.32 -0.23 1.19
N 0.79 0.53 -0.11
C -0.12 -1.53 1.52
N -0.85 -1.13 -1.37
O 0.92 3.11 1.22
N -0.50 -0.74 0.24
C -0.44 -0.50 0.38
C 0.03 0.64 -0.10
O 0.14 -0.01 -0.26
C -0.26 -1.47 0.11
O 0.01 0.48 0.90
C -2.35 0.07 0.71
O 1.66 -0.49 -0.49
C 0.67 1.52 -0.85
C 1.17 1.01 -0.38
C -0.95 0.51 0.69
C 0.01 -0.45 0.91
C -0.08 -1.37 -0.62
C -0.03 0.11 -0.96
F 1.11 -0.61 -0.85
H -0.31 0.11 -0.48
H 0.03 0.56 -0.09
H -0.05 -0.32 -0.33
H 0.15 0.11 0.60
H 0.03 -0.03 0.29
H 0.02 -0.07 0.01
H -0.17 -0.10 -0.75
H 0.34 -0.27 -0.17
H -0.64 -0.69 -1.72
H -0.34 -1.08 0.37
H 0.46 0.65 -0.10
H 0.75 -0.16 -0.43
H 0.05 -0.15 0.15
H 0.08 0.76 -0.40
H 0.09 -0.12 -0.14
H 0.42 -0.54 0.02
H -0.37 0.63 -0.32
H 0.25 0.16 -0.40
H -0.53 0.44 0.46
H -0.24 -0.29 0.09
H -0.01 -0.42 0.53
H -0.28 0.05 0.27